The following is a DFT calculation (ωB97M-V/def2-TZVPD) of a molecular structure, C29H26F6IrN5O5S3 at a distorted geometry.

As for the charge: 0. The energy above the lowest of the compared OMol25 structures with the same formula, charge and spin is 2.8428 eV. The value obtained for the frontier orbital gap is 0.2814 hartree.

Atoms and positions in Å:
Ir 0.023 0.275 -0.172
C 3.879 -2.752 1.931
C 5.012 -1.870 2.381
C 5.948 -2.333 3.302
C 7.029 -1.558 3.694
C 7.190 -0.283 3.173
C 6.266 0.206 2.265
C 5.185 -0.576 1.872
N 4.302 -0.049 0.887
C 2.939 -0.005 0.999
N 2.492 0.054 2.252
C 1.186 0.058 2.738
C 0.080 -0.001 1.903
C -1.176 -0.020 2.508
C -1.327 0.040 3.882
C -0.204 0.115 4.691
C 1.063 0.121 4.136
C 2.277 0.204 5.027
N 2.169 0.015 -0.049
C 2.813 -0.109 -1.327
C 2.711 -1.328 -1.993
C 3.303 -1.503 -3.230
C 4.021 -0.462 -3.801
C 4.127 0.744 -3.136
C 3.526 0.952 -1.896
C 3.651 2.292 -1.225
H 4.131 -3.798 2.096
H 3.665 -2.611 0.871
H 2.960 -2.537 2.480
H 5.832 -3.333 3.703
H 7.750 -1.955 4.396
H 8.033 0.327 3.469
H 6.376 1.198 1.844
H 4.664 0.074 -0.046
H 3.217 0.093 2.951
H -2.063 -0.072 1.891
H -2.314 0.037 4.326
H -0.320 0.175 5.766
H 1.968 0.250 6.069
H 2.866 1.103 4.821
H 2.929 -0.669 4.919
H 2.144 -2.125 -1.532
H 3.191 -2.445 -3.750
H 4.491 -0.589 -4.767
H 4.667 1.566 -3.594
H 3.316 3.073 -1.908
H 4.691 2.507 -0.966
H 3.047 2.356 -0.325
F -2.335 1.595 -3.392
C -1.200 1.802 -4.043
F -1.219 1.032 -5.139
F -1.102 3.059 -4.441
S 0.288 1.197 -3.086
O -0.127 -0.108 -2.605
O 1.337 1.241 -4.051
N 0.610 2.152 -1.843
S -0.425 3.078 -1.087
O -0.750 2.541 0.225
O -1.468 3.600 -1.907
C 0.660 4.519 -0.667
F 1.333 4.960 -1.724
F -0.077 5.509 -0.179
F 1.542 4.154 0.268
O -2.125 -0.202 -0.466
N -2.661 -1.370 -0.241
C -3.998 -1.440 -0.060
C -4.625 -2.635 0.161
C -3.859 -3.805 0.187
C -2.500 -3.706 0.021
C -1.891 -2.460 -0.173
S -0.202 -2.271 -0.275
H -4.507 -0.490 -0.115
H -5.694 -2.655 0.308
H -4.325 -4.766 0.351
H -1.855 -4.572 0.052

***

The following is a DFT calculation (ωB97M-V/def2-TZVPD) of a molecular structure, C29H26GdN2O3S4 at a distorted geometry.

As for the charge: -1. The energy above the lowest of the compared OMol25 structures with the same formula, charge and spin is 0.2277 eV. As for the multiplicity: 8. The value obtained for the frontier orbital gap (alpha / beta) is 0.2272 / 0.2454 hartree.

Atoms and positions in Å:
Gd -1.423 -0.179 0.289
O -3.608 0.715 1.324
C -4.734 1.339 0.715
C -4.450 2.822 0.578
C -3.151 3.123 -0.185
C -3.149 2.479 -1.542
C -3.683 3.130 -2.650
C -3.725 2.473 -3.866
C -3.234 1.179 -3.945
C -2.720 0.601 -2.799
N -2.680 1.231 -1.624
H -3.862 -0.168 1.644
H -5.619 1.196 1.341
H -4.928 0.875 -0.257
H -4.377 3.265 1.574
H -5.297 3.284 0.062
H -2.302 2.758 0.394
H -3.033 4.203 -0.286
H -4.056 4.141 -2.545
H -4.133 2.963 -4.741
H -3.242 0.626 -4.873
H -2.318 -0.405 -2.815
S -4.376 -3.958 1.311
C -3.369 -2.685 0.960
S -2.286 -2.017 2.160
S -3.342 -1.947 -0.622
O 5.432 -0.541 4.853
C 4.120 -0.716 5.220
O 3.892 -1.337 6.238
C 3.104 -0.149 4.357
C 3.387 0.733 3.249
C 2.386 1.228 2.484
C 1.006 0.910 2.755
S -0.236 1.689 1.892
C 0.727 0.016 3.862
C 1.727 -0.476 4.628
H 5.470 -0.095 4.000
H 4.402 1.031 3.004
H 2.604 1.886 1.652
H -0.303 -0.259 4.052
H 1.521 -1.142 5.454
N 0.019 -0.105 -1.417
C 1.093 -0.756 -1.524
C 1.984 -0.647 -2.732
C 2.893 -1.645 -3.070
C 3.662 -1.538 -4.222
C 3.539 -0.426 -5.040
C 2.635 0.578 -4.707
C 1.861 0.464 -3.564
C 1.542 -1.656 -0.401
C 0.615 -2.526 0.176
C 0.925 -3.214 1.341
C 2.166 -3.044 1.938
C 3.105 -2.206 1.350
C 2.798 -1.523 0.183
H 2.990 -2.516 -2.434
H 4.360 -2.326 -4.480
H 4.142 -0.340 -5.936
H 2.535 1.449 -5.343
H 1.138 1.222 -3.290
H -0.327 -2.720 -0.336
H 0.189 -3.869 1.786
H 2.397 -3.554 2.865
H 4.074 -2.072 1.816
H 3.525 -0.853 -0.263

***

The following is a DFT calculation (ωB97M-V/def2-TZVPD) of a molecular structure, C29H26N5O5STi at a distorted geometry.

As for the charge: +1. The value obtained for the frontier orbital gap is 0.2287 hartree.

Atoms and positions in Å:
Ti -0.364 -0.757 0.594
C 3.820 -1.825 1.049
C 4.287 -0.631 1.586
C 3.379 0.272 2.136
C 2.030 -0.060 2.124
N 1.558 -1.213 1.609
C 2.457 -2.069 1.084
C 0.923 0.719 2.624
C 0.995 1.942 3.283
C -0.190 2.535 3.707
C -1.398 1.890 3.460
C -1.375 0.669 2.794
N -0.237 0.071 2.369
C -2.516 -0.155 2.465
C -3.860 0.138 2.669
C -4.810 -0.799 2.266
C -4.390 -1.987 1.678
C -3.030 -2.191 1.517
N -2.091 -1.302 1.898
H 4.498 -2.549 0.613
H 5.349 -0.404 1.576
H 3.732 1.207 2.553
H 2.035 -2.984 0.678
H 1.943 2.429 3.476
H -0.172 3.487 4.229
H -2.326 2.338 3.794
H -4.177 1.068 3.123
H -5.869 -0.602 2.408
H -5.103 -2.735 1.352
H -2.644 -3.098 1.064
O 0.030 -4.842 -0.140
C -0.144 -3.605 -0.394
O -0.627 -2.682 0.315
C 0.445 -3.166 -1.734
C 1.578 -2.310 -1.179
C 2.540 -1.877 -2.287
C 1.715 -0.839 -3.045
C 0.397 -0.851 -2.272
O 0.874 -1.076 -0.928
C -0.368 -2.145 -2.530
C -1.706 -1.725 -1.934
O -2.625 -1.561 -2.801
O -1.707 -1.519 -0.693
H 0.798 -4.009 -2.334
H 2.095 -2.675 -0.285
H 2.873 -2.707 -2.915
H 3.425 -1.393 -1.858
H 1.596 -1.072 -4.107
H 2.199 0.142 -2.960
H -0.156 0.091 -2.356
H -0.448 -2.387 -3.595
N 0.356 5.530 -2.651
C -0.691 4.645 -2.735
S -1.958 5.111 -3.731
C -0.613 3.369 -1.948
C 0.493 3.073 -1.143
C 0.508 1.878 -0.440
N -0.485 0.969 -0.479
C -1.544 1.265 -1.258
C -1.653 2.431 -1.998
H 0.289 6.388 -3.188
H 1.194 5.412 -2.102
H 1.343 3.732 -1.040
H 1.349 1.614 0.196
H -2.332 0.518 -1.274
H -2.545 2.581 -2.596
H 1.054 0.286 0.642

***

Sequential M output: 927.0 736.1 604.5 g mol⁻¹